[1]
Entry from OMol25: a molecular structure, C45H39GeI2N5O3V in a non-equilibrium geometry (wB97M-V/def2-TZVPD).

XYZ file:
```
96
Properties=species:S:1:pos:R:3
V 0.61228 0.90383 1.88622
I -6.60012 2.88339 0.30920
C -4.93698 1.75684 0.46958
C -4.73079 0.77643 -0.38531
C -3.57564 -0.17971 -0.35617
I -4.09248 -1.77499 -1.67407
C -2.11954 0.57568 0.94196
O -0.81544 0.28876 1.51812
C -2.59489 1.83942 1.56710
C -1.54164 2.86592 1.92759
N -0.44627 2.60021 2.85141
C 0.49553 3.75839 2.73756
C 1.88723 3.36182 3.07293
C 2.79983 4.17746 3.68888
C 4.06619 3.70994 3.87070
C 4.41251 2.44841 3.39707
C 3.50027 1.67729 2.78360
N 2.23995 2.13278 2.64729
C -3.80562 2.38242 1.35534
H -5.48117 0.55581 -1.10123
H -2.13705 3.79464 2.23959
H -0.99878 3.21730 1.00802
H -0.68578 2.39167 3.85113
H 0.17675 4.63722 3.25089
H 0.54021 4.02424 1.68452
H 2.46144 5.18152 4.03581
H 4.87248 4.33038 4.29150
H 5.48742 2.20490 3.42713
H 3.69113 0.61312 2.52495
H -4.01030 3.31244 1.89084
C 2.32431 -1.26622 5.38602
C 1.95685 -0.21722 4.54580
N 1.28328 -0.44021 3.35409
C 1.00161 -1.72981 3.11080
C 1.23999 -2.80753 3.90396
C 1.88403 -2.54832 5.10331
C 0.80125 -4.18186 3.60268
C 0.67707 -4.86650 2.43376
C 1.24523 -4.40831 1.16074
C 0.76293 -4.90798 -0.05108
C 1.22733 -4.38136 -1.26188
N 2.08954 -3.35100 -1.23246
C 2.50079 -2.95987 -0.01206
N 2.13183 -3.43473 1.14893
H 2.86179 -0.92326 6.24903
H 2.28680 0.76929 4.82013
H 0.42785 -1.87719 2.18686
H 2.20321 -3.35267 5.80909
H 0.61806 -4.73381 4.48381
H 0.20085 -5.83243 2.47116
H 0.13389 -5.76465 -0.16928
H 0.86069 -4.65613 -2.22135
H 3.15173 -2.05748 -0.03003
O 1.95381 0.10985 0.76899
C 1.73612 1.03078 -0.14651
O 0.91792 1.91235 0.22795
C 2.26770 1.03167 -1.50230
C 1.73566 -0.24046 -2.29676
Ge -0.12977 -0.02051 -2.97287
C -0.57350 1.85729 -3.47976
C -1.05038 1.93159 -4.78337
C -1.48933 3.15035 -5.26507
C -1.44855 4.24899 -4.45965
C -0.92809 4.17186 -3.12961
C -0.49479 2.96298 -2.64562
C -1.07942 -0.36792 -1.18310
C -2.23625 0.50932 -0.64707
C -3.07900 -0.57978 1.13011
C -2.40651 -1.92114 1.16770
C -1.39411 -2.24978 0.38919
C -0.78649 -1.52958 -0.74992
C -0.45940 -1.37418 -4.24569
C -1.77381 -1.61458 -4.76599
C -1.95634 -2.68142 -5.62075
C -0.87607 -3.41574 -6.04451
C 0.40412 -3.24147 -5.50911
C 0.53267 -2.27990 -4.53282
H 3.39520 1.16487 -1.33916
H 1.93305 1.94139 -2.00236
H 1.79631 -1.10077 -1.63031
H 2.40800 -0.33943 -3.10855
H -0.93952 1.08401 -5.47755
H -1.82118 3.28099 -6.31396
H -1.81629 5.17377 -4.87881
H -0.98504 5.05591 -2.52571
H -0.01752 2.93134 -1.72784
H -2.23429 1.53581 -1.14398
H -3.83653 -0.30889 1.89267
H -2.85131 -2.65476 1.78943
H -1.13056 -3.25494 0.47604
H -0.08487 -2.22534 -1.37070
H -2.57707 -0.90219 -4.55154
H -2.95204 -3.05944 -5.84524
H -0.98741 -4.35459 -6.58075
H 1.24179 -3.84839 -5.68966
H 1.53148 -2.03819 -4.17963
```

- total charge = +3
- E_HOMO (spin up / spin down) (eV) = -15.126 / -15.120
- orbital gap (spin up / spin down) (eV) = 3.07 / 2.79
- LUMO level (spin up / spin down) (eV) = -12.1 / -12.3
- largest force on an atom (eV/A) = 5.45



[2]
Entry from OMol25: a molecular structure, C45H40MgN13O4S3 in a non-equilibrium geometry (wB97M-V/def2-TZVPD).

XYZ file:
```
106
Properties=species:S:1:pos:R:3
Mg 0.15888 -0.21693 -0.51435
C 4.90230 0.64548 2.32571
N 3.82977 -0.00609 1.56356
C 2.82772 0.54339 0.88234
N 2.07526 -0.40967 0.34207
C 2.69590 -1.56138 0.77180
N 3.76397 -1.35893 1.50838
C 4.77590 0.41318 3.81328
C 5.88175 0.00655 4.54346
C 5.78596 -0.17606 5.91851
C 4.58182 0.03217 6.56826
C 3.46575 0.42630 5.83369
C 3.56666 0.62232 4.46211
C 2.18126 0.61305 6.51532
N 1.88189 0.41469 7.74758
N 0.51100 0.70775 7.87481
C 0.10503 1.05934 6.71016
O 1.10798 1.02169 5.79460
C -1.23830 1.43813 6.25928
C -2.33635 1.27513 7.09617
C -3.60151 1.58915 6.62318
C -3.77622 2.05256 5.32464
C -2.67847 2.23334 4.49148
C -2.87008 2.78399 3.09032
N -1.79432 2.38475 2.17217
C -1.37139 1.15664 1.87672
N -0.34585 1.21710 1.03992
C -0.21389 2.57748 0.83284
N -1.06191 3.31894 1.50297
C -1.41083 1.93212 4.96964
H 4.86455 1.70542 2.08877
H 5.84559 0.24779 1.97043
H 2.68932 1.61362 0.77104
H 2.35997 -2.55449 0.51393
H 6.82747 -0.17483 4.03727
H 6.65733 -0.49157 6.48276
H 4.48633 -0.10714 7.64033
H 2.68782 0.92767 3.90148
H -2.18699 0.89813 8.10385
H -4.46417 1.46127 7.26839
H -4.77555 2.27985 4.95985
H -2.85545 3.86692 3.09901
H -3.82610 2.46521 2.68233
H -1.79443 0.25885 2.30708
H 0.52857 3.01671 0.17483
H -0.53796 2.08523 4.34633
O -1.02447 3.47401 -2.66310
C -1.62840 2.82951 -3.68630
C -2.26630 3.61594 -4.64301
C -2.93947 3.02292 -5.69216
C -3.00318 1.63120 -5.80443
C -2.35444 0.85023 -4.86943
C -1.64300 1.42848 -3.80768
C -0.88825 0.57448 -2.85078
O -0.34885 1.12578 -1.78986
N -0.80537 -0.70285 -3.14166
N -0.03958 -1.43581 -2.20440
C 0.00831 -2.67635 -2.52703
S 0.80839 -3.90816 -1.56450
C 0.76280 -5.16027 -2.86863
C -0.57380 -5.00163 -3.56125
S -0.76341 -3.25450 -4.00219
H -0.61156 2.78914 -2.11083
H -2.22424 4.69602 -4.53751
H -3.42445 3.64806 -6.43439
H -3.55553 1.16971 -6.61638
H -2.37509 -0.23059 -4.93555
H 0.88358 -6.13521 -2.39797
H 1.59016 -4.97859 -3.55076
H -1.38861 -5.27752 -2.89419
H -0.63799 -5.59044 -4.47685
C -1.34569 -2.89790 2.43735
C -1.57209 -2.35036 1.05256
O -0.73231 -1.60821 0.51266
N -2.69054 -2.74220 0.44033
C -3.01167 -2.57728 -0.97894
C -3.59056 -1.25231 -1.43230
C -4.46177 -1.25646 -2.51435
C -4.91573 -0.05145 -3.01811
C -4.49198 1.12276 -2.41780
C -3.63217 1.02955 -1.33942
N -3.17758 -0.13286 -0.84409
H -0.42685 -2.48297 2.84031
H -1.25640 -3.98562 2.39464
H -2.17975 -2.64808 3.10278
H -3.30745 -3.32291 0.97936
H -3.72079 -3.35981 -1.22930
H -2.11102 -2.76784 -1.56285
H -4.77986 -2.19835 -2.95421
H -5.57524 -0.02629 -3.87847
H -4.80905 2.09369 -2.78108
H -3.26479 1.93670 -0.86446
S 5.19707 -0.53834 -3.57868
C 3.88291 -0.22012 -2.49705
N 2.73198 0.03010 -3.02483
C 2.83934 -0.00793 -4.42955
C 1.81156 0.23910 -5.34443
C 2.08728 0.18123 -6.69473
C 3.37425 -0.12366 -7.16213
C 4.40456 -0.36957 -6.27795
C 4.12032 -0.30752 -4.91229
H 4.06246 -0.23861 -1.42029
H 0.81537 0.47036 -4.99229
H 1.29349 0.37979 -7.40690
H 3.56372 -0.16216 -8.22917
H 5.40580 -0.59293 -6.63178
```

- total charge = +1
- E_HOMO (eV) = -9.854
- orbital gap (eV) = 7.84
- LUMO level (eV) = -2.0
- largest force on an atom (eV/A) = 1.15
- energy relative to the best compared isomer or geometry (same formula, charge and spin) (kcal/mol) = 12.99